{"formula": "C4H9NO", "method": "ωB97M-V/def2-TZVPD", "symbols": ["H", "C", "H", "O", "C", "H", "H", "C", "N", "H", "H", "H", "H", "H", "C"], "coordinates": [[0.1515, 1.7278, -0.4833], [1.8109, -0.4226, 0.5272], [-2.7475, 0.2716, 0.2888], [-2.7448, -0.6882, 0.2828], [-0.5719, -0.2451, -0.2416], [0.7107, -1.8101, -0.6953], [2.7793, -0.8003, 0.1922], [0.7929, -0.7448, -0.5712], [-1.4943, -1.1392, -0.0688], [1.1252, -0.3371, -1.5288], [1.9300, 0.6506, 0.7023], [1.5159, -0.8848, 1.4812], [-1.6023, 1.6105, -0.7167], [-0.9057, 1.5610, 0.9350], [-0.7500, 1.2506, -0.1038]], "lowdin_charge": [0.077, -0.097, 0.051, -0.051, -0.364, 0.101, 0.071, -0.224, 0.026, 0.115, 0.065, 0.085, 0.091, 0.093, -0.040], "total_charge": 0, "e_tot_ha": -287.74202, "smiles": "CC/C(C)=N/O", "gap_ev": 10.278}

=====

{"formula": "C38H75GeN3P2SSi3Ti", "method": "ωB97M-V/def2-TZVPD", "symbols": ["H", "H", "H", "H", "H", "H", "H", "H", "H", "H", "H", "H", "H", "H", "H", "N", "C", "C", "C", "H", "H", "C", "C", "C", "H", "H", "C", "H", "H", "H", "Si", "H", "H", "P", "H", "H", "H", "H", "C", "H", "C", "H", "C", "C", "N", "C", "H", "C", "C", "H", "C", "C", "H", "Si", "H", "H", "H", "H", "H", "C", "H", "H", "Ge", "H", "C", "H", "C", "H", "C", "H", "H", "H", "Ti", "C", "H", "Si", "H", "C", "H", "H", "C", "N", "C", "C", "H", "H", "C", "H", "H", "C", "C", "H", "C", "H", "C", "H", "C", "H", "H", "H", "C", "H", "H", "H", "H", "H", "H", "H", "H", "P", "C", "H", "H", "S", "C", "H", "C", "H", "H", "C", "H", "C", "H", "C"], "coordinates": [[-0.2056, 5.9453, 1.4459], [-1.0768, 2.8532, 3.2734], [-5.0503, 4.3526, 0.4151], [-3.1590, 4.4209, -2.9270], [-3.2037, 1.4420, 2.6530], [0.1730, 4.0859, 3.3952], [-1.3516, 0.8888, -4.0692], [-3.7591, 3.1195, 2.6931], [-2.8195, -0.0961, 5.1754], [-1.9921, -0.7087, -2.5223], [1.1703, -3.5617, -5.5430], [5.1094, -2.2449, 0.9323], [-0.9037, 5.6501, -0.1468], [1.2393, 2.4378, -2.4112], [-2.0217, 5.1727, -1.8123], [0.2804, -0.3481, 1.7590], [4.1500, 0.9818, -1.9952], [-1.9236, -1.3548, 1.6622], [0.6096, 3.1707, -2.9108], [-1.6497, 5.0968, -3.5316], [0.6374, 2.4151, 3.1019], [-0.9800, -0.5993, 2.3734], [-1.3591, -0.1188, 3.6320], [3.6225, 0.7832, 4.1099], [3.3353, -3.1841, -4.7667], [-3.3963, 4.6953, -0.0975], [-4.8277, -1.5757, 4.1234], [4.4186, 1.4785, 5.9806], [2.5937, -0.1440, 5.7445], [-2.1149, 2.3081, -4.7827], [-0.2030, 3.5254, 1.0154], [-2.9708, 1.3839, -3.5526], [-3.5023, -1.0906, -0.5375], [2.7394, -0.0048, 0.1781], [2.4886, -2.2867, -1.6995], [1.7800, 4.3829, -0.3008], [-4.9229, 1.8131, 2.4965], [0.0577, -3.4771, 1.0674], [-4.2245, 3.9950, -0.2039], [5.6802, 0.0665, 0.9944], [1.5242, -0.4121, 3.9206], [-5.9188, 1.4577, -0.5242], [4.7220, 1.3799, 4.9403], [3.2761, -2.5422, -0.9934], [2.4532, -1.3090, -4.3691], [-3.5069, -1.2389, 3.4952], [4.1811, -0.0064, -2.4610], [-0.2647, -4.3488, -0.8705], [-2.5757, -0.4645, 4.1858], [-4.1660, -3.4307, 0.0574], [1.4389, -0.1433, 2.5505], [5.5897, 0.2384, -0.0760], [-4.6814, -2.0973, 5.0697], [-3.7462, 2.2582, 0.3497], [2.8844, -2.2633, -6.2207], [4.4937, 1.3257, 2.2358], [-4.6170, 0.7443, -1.4731], [-2.2681, -2.3978, -3.0040], [-5.3813, -0.6603, 4.3404], [2.6064, 0.3627, 1.9454], [0.0624, -5.3652, -0.6486], [2.3029, 3.6171, 1.2008], [-1.4130, 1.8610, -0.3108], [0.7509, -0.9933, 4.3988], [-3.8534, -3.1639, -0.9503], [2.7373, -0.3426, -4.3421], [0.8704, -3.8712, -4.5467], [0.8020, 3.1026, -3.9842], [-2.0995, 4.5475, -2.7011], [3.2302, 1.4811, -2.2999], [-1.0495, -4.4224, -1.6289], [-3.8996, -2.1963, 1.6339], [0.2095, -0.0181, -0.0979], [3.0469, -1.8619, 0.3568], [4.0935, -1.6802, 2.2705], [-1.2327, 2.8816, -2.5367], [-2.1953, -4.0851, 2.0192], [-3.1720, -1.6404, 2.2122], [3.2890, -3.6266, -0.8664], [3.9280, -3.3206, 1.6632], [-1.7724, -4.5791, 1.1474], [0.7143, -2.7165, -3.6653], [-3.9171, 2.1445, 2.2269], [-2.9632, -1.9246, -0.9920], [-1.8653, 5.3736, 1.3129], [5.7595, -0.7026, -0.5986], [2.5856, 0.0520, 4.6794], [-5.0168, 0.1040, 0.1380], [4.9936, 1.5606, -2.3736], [4.2515, 0.8585, -0.4700], [-0.7901, -3.6807, 0.4026], [-1.2353, -5.4612, 1.4987], [3.2670, -2.1916, -5.2029], [4.9980, 2.3649, 4.5650], [-2.6755, -1.5479, -2.4479], [4.1773, 1.8608, -0.0379], [4.1130, -2.2868, 1.3667], [-5.4380, -2.2019, 3.4753], [-3.6047, -1.2615, -2.9435], [0.9217, 4.1635, -2.5807], [-4.9226, 1.0136, -0.4595], [1.5929, -4.5840, -4.1483], [6.3833, 0.9268, -0.3700], [-2.5775, -4.9205, 0.5001], [5.6142, 0.7509, 4.9122], [-4.7570, -2.9515, -1.5241], [-0.7145, 0.5489, 4.1779], [4.2366, -2.2538, -1.4245], [-0.0920, -4.3704, -4.6254], [-1.3949, -1.9512, 0.0291], [1.3784, -1.5691, -3.6398], [-3.3730, -4.0305, -1.4056], [-4.5565, 4.0128, -1.2421], [0.7940, -0.3012, -2.6265], [-0.1135, 3.1712, 2.8709], [0.5880, -3.8044, -1.2826], [3.6411, 0.8649, 2.7216], [-0.0571, -2.7448, -3.0226], [4.2689, -1.7726, -5.2470], [-0.8670, 5.2847, 0.8804], [2.0733, -2.1931, 0.7445], [1.5982, 3.5415, 0.3704], [1.8198, 2.6302, -0.1885], [-1.9858, 1.7485, -3.8530]], "lowdin_charge": [0.047, 0.017, 0.049, 0.029, -0.012, 0.046, -0.016, 0.039, 0.136, -0.002, 0.086, 0.075, 0.016, -0.057, 0.001, -0.124, -0.116, -0.310, -0.233, 0.048, 0.012, -0.293, -0.037, -0.254, 0.086, -0.002, -0.023, 0.085, 0.128, 0.043, 0.376, 0.018, 0.058, 1.050, 0.014, 0.037, 0.042, 0.103, -0.199, 0.067, -0.014, 0.045, -0.029, -0.105, -0.002, -0.258, 0.058, -0.101, -0.017, 0.063, -0.295, -0.088, 0.093, 0.386, 0.097, 0.112, 0.016, 0.075, 0.090, -0.329, 0.097, 0.037, 0.606, 0.116, -0.087, 0.120, -0.028, 0.042, -0.200, 0.038, 0.074, 0.103, 0.342, -0.486, 0.072, 0.356, 0.073, -0.042, 0.094, 0.095, -0.079, -0.006, -0.195, -0.500, 0.028, 0.075, -0.004, 0.018, 0.095, -0.500, -0.495, 0.096, -0.033, 0.088, -0.121, 0.105, -0.072, 0.083, 0.094, 0.033, -0.208, 0.096, 0.098, 0.070, 0.093, 0.098, 0.108, 0.077, 0.100, 1.071, -0.736, 0.076, 0.029, 0.684, -0.190, 0.046, -0.048, 0.067, 0.100, -0.199, 0.081, -0.210, -0.037, -0.227], "total_charge": 2, "e_tot_ha": -6532.63129, "gap_ev": 6.514}

=====

{"formula": "C29H23Cl2N12O3PTa", "method": "ωB97M-V/def2-TZVPD", "symbols": ["C", "H", "N", "C", "C", "N", "H", "H", "H", "H", "C", "Cl", "H", "H", "N", "C", "C", "N", "C", "H", "H", "C", "P", "Cl", "H", "O", "H", "C", "H", "C", "C", "N", "N", "Ta", "C", "C", "C", "C", "C", "H", "H", "C", "N", "O", "N", "N", "C", "H", "H", "N", "H", "H", "H", "H", "C", "C", "O", "N", "C", "C", "C", "C", "H", "H", "C", "C", "C", "H", "N", "C", "C"], "coordinates": [[5.4551, -1.2468, -1.0863], [-3.3267, 4.2912, -2.9279], [7.9113, 2.2308, 1.1844], [0.8867, -2.5795, 0.8038], [-2.6698, 2.2502, -2.8443], [0.9353, 2.4110, -2.6023], [-4.5033, 0.1078, 5.1462], [3.3320, -1.4929, -1.2217], [2.4379, -0.2417, 3.2988], [-1.3080, -3.6833, -2.9009], [1.5826, -3.9018, 0.6126], [2.3949, 1.7347, 2.0242], [-4.0601, 0.9216, 0.9829], [-2.1716, -0.6993, 5.2247], [0.2949, 4.2381, -1.2512], [-1.7812, -0.3091, 3.1577], [6.4702, -0.4662, -0.5758], [3.7982, 0.1766, -0.1064], [-3.9816, -2.8471, -0.9994], [0.8176, -4.6329, 0.3864], [-5.0086, -3.1343, -0.8116], [-1.3490, -2.1150, -1.4473], [-1.4142, 0.0371, 0.3537], [2.8149, -3.9671, -0.6596], [-3.6715, -4.3358, -2.5124], [1.7594, -0.9334, 3.2966], [-0.2308, -1.4436, 4.2074], [0.6473, 2.9968, -1.4154], [-3.0437, 4.6617, -0.4992], [-3.2314, -3.5219, -1.9503], [-2.1060, -1.4190, -0.5110], [1.5894, -0.8389, -3.4622], [0.6152, -0.2995, 2.7853], [1.2866, 0.4630, 0.4630], [7.1228, 1.5285, 0.7303], [-4.4132, 0.5817, 3.0550], [-2.9781, 3.4857, -2.2941], [1.2032, 1.0870, -2.6947], [4.7844, 0.9380, 0.3842], [-5.4355, 0.9347, 3.0000], [-4.0254, -1.3000, 0.4665], [-2.2266, 1.2173, -2.0306], [1.3705, 0.4502, -3.8212], [-0.2259, -2.5747, 1.2383], [0.3186, 3.2757, 0.7050], [1.3027, 0.2542, -1.6270], [-0.4020, -0.7461, 3.3921], [-2.7823, 2.0819, -3.9086], [7.5117, -0.7079, -0.7452], [0.0923, 4.3630, 0.0894], [-2.2454, 2.8532, 0.9440], [2.0609, -4.1647, 1.5540], [-2.0052, 0.2551, -2.4741], [-0.3158, -1.8637, -1.6179], [6.1234, 0.6540, 0.1696], [-2.3822, 2.6652, -0.1127], [1.5659, -1.4271, 0.5378], [1.5572, -0.9905, -2.2007], [-3.8947, 0.1210, 4.2519], [-3.6272, 0.5798, 1.9114], [-2.3044, 0.1399, 1.9399], [-2.5871, -0.3322, 4.2932], [0.8926, 2.9610, -3.4469], [4.5138, 1.8133, 0.9502], [-2.0903, 1.4125, -0.6533], [-2.8303, 3.6914, -0.9301], [-3.4236, -1.8005, -0.2774], [5.6660, -2.1300, -1.6738], [0.7060, 2.3335, -0.2401], [-1.9103, -3.1565, -2.1699], [4.1411, -0.8954, -0.8370]], "lowdin_charge": [-0.012, 0.114, 0.189, -0.584, -0.063, 0.193, 0.120, 0.017, 0.033, 0.117, -0.448, 0.322, 0.112, 0.125, 0.104, -0.184, 0.023, -0.028, -0.052, 0.093, 0.114, -0.114, 1.094, 0.657, 0.114, -0.072, 0.158, -0.449, 0.118, -0.056, -0.353, 0.006, -0.152, 1.574, -0.161, -0.032, -0.060, -0.433, -0.117, 0.122, 0.094, -0.089, 0.093, 0.095, -0.084, -0.126, -0.068, 0.114, 0.137, -0.002, 0.104, 0.099, 0.102, 0.061, -0.187, -0.135, -0.299, -0.083, -0.034, -0.093, -0.274, -0.009, 0.174, 0.054, -0.369, -0.070, -0.058, 0.123, -0.227, -0.048, -0.144], "total_charge": 1, "e_tot_ha": -3320.29184, "gap_ev": 7.201}

=====

{"formula": "C30H48BF3N3P2Pd", "method": "ωB97M-V/def2-TZVPD", "symbols": ["F", "H", "C", "H", "C", "C", "H", "H", "C", "H", "H", "H", "C", "H", "H", "C", "H", "H", "H", "C", "H", "H", "H", "C", "H", "C", "C", "H", "H", "H", "C", "C", "H", "H", "H", "H", "H", "C", "H", "H", "C", "N", "H", "C", "C", "C", "C", "H", "H", "F", "C", "C", "H", "H", "F", "C", "H", "C", "H", "H", "C", "H", "N", "P", "H", "C", "H", "C", "Pd", "H", "H", "N", "C", "C", "H", "H", "H", "C", "H", "C", "P", "B", "C", "H", "H", "H", "H", "H"], "coordinates": [[2.0822, 4.7913, 5.4367], [-1.0036, 5.1868, -2.4867], [-0.0073, 3.1822, 1.5296], [3.8823, -0.8438, 0.3031], [-1.2388, 0.1736, -2.9531], [1.6326, -2.7453, -0.0718], [0.4287, 0.7039, 3.5829], [4.0361, -3.2560, 1.1272], [2.9766, -1.0831, 3.6279], [-1.1663, -2.6149, 4.1111], [4.7664, -0.3758, 1.7541], [0.2880, -1.6378, 4.2899], [3.0510, -1.6029, 2.1889], [2.1601, -4.4724, -2.3527], [2.4198, -0.1450, 3.6930], [-3.3173, 2.3236, 0.1264], [-4.0310, 1.3651, -3.1429], [1.9864, -4.8889, -4.7961], [1.4891, -3.8021, 0.1709], [-4.1436, 1.9184, -2.2080], [-1.4563, 2.2705, -4.6811], [-0.7325, 4.3811, -0.9505], [-0.6787, 0.5679, -3.8022], [0.6331, -3.2707, -5.1487], [-1.0022, -1.1346, 3.1789], [0.1836, -2.8161, 2.4407], [-3.1594, 1.4557, -1.1315], [-4.3517, 2.2614, 0.4756], [-1.4308, -2.4765, 0.9727], [-0.5925, -4.0114, 0.7730], [0.0170, -1.9824, -3.2482], [3.8796, -2.8927, 2.1434], [-2.8898, -0.4084, 0.0137], [-1.2431, 4.0073, -4.5667], [-2.6761, 1.9787, 0.9416], [-2.2412, -0.0664, -3.3193], [0.8399, 2.1284, -3.4990], [-3.5259, 0.0105, -0.7620], [-0.7218, -1.5870, -5.2309], [2.5324, -1.8021, 4.3150], [-1.2949, 4.3216, -1.8850], [-0.0011, 1.9274, 1.9892], [1.5908, -3.8237, 3.7943], [0.4209, 4.2623, 2.2758], [0.5436, 2.9825, -2.8860], [-1.6537, 3.1354, -4.0482], [-0.9450, -3.2895, 1.5119], [-3.0953, 3.3752, -0.0543], [-5.1615, 1.7416, -1.8464], [1.9926, 6.0957, 3.7108], [0.8768, 2.7456, 4.0568], [-0.0911, -2.2081, -4.6046], [1.3382, -4.6659, 2.2573], [0.4054, 5.2580, 1.8536], [0.2399, 5.8147, 4.9448], [3.7650, -0.5369, 1.3447], [0.5627, -3.4748, -6.2088], [0.8707, 4.0341, 3.5624], [3.4514, -3.6967, 2.7325], [3.2369, 0.4187, 1.3617], [1.3086, 5.1991, 4.4280], [2.6749, -2.6286, -0.3781], [0.7480, -2.3094, -1.1200], [-1.3623, 1.5059, -1.6702], [-4.0583, 2.9829, -2.4216], [1.5377, -3.8421, -2.9780], [0.8678, 3.8879, -3.4071], [1.4350, -4.0719, -4.3503], [-0.2260, 0.1902, 0.4448], [3.9919, -0.8797, 3.9795], [0.0872, -4.6818, 3.4930], [-0.5549, -0.9796, -2.4297], [0.8193, -2.7925, -2.4457], [0.8568, -4.0591, 3.0263], [-1.7049, -3.7836, 2.1242], [-2.7284, 3.2758, -3.9857], [4.8681, -2.6759, 2.5600], [-0.4494, -1.9929, 3.5687], [-2.3546, 4.4279, -1.6608], [-0.9764, 3.0475, -2.6747], [1.3424, -1.7311, 1.4423], [-0.1324, -1.1875, -1.0852], [0.4350, 1.7243, 3.2348], [1.0872, 2.9256, -1.9404], [1.2206, 2.5302, 5.0587], [-0.3620, 3.3115, 0.5177], [-3.4864, -0.6684, -1.6155], [-4.5509, 0.0081, -0.3799]], "mulliken_spin": [0.000, 0.001, 0.035, 0.003, -0.008, 0.009, 0.001, -0.001, 0.020, 0.002, 0.001, -0.001, 0.031, 0.000, -0.009, 0.006, 0.000, 0.000, 0.003, 0.010, 0.000, -0.003, -0.002, -0.001, 0.003, -0.035, -0.061, 0.001, 0.041, -0.001, 0.014, 0.008, 0.015, 0.001, 0.003, 0.000, 0.001, -0.007, 0.000, -0.001, 0.024, 0.001, 0.003, 0.006, 0.011, 0.009, -0.044, -0.001, -0.003, 0.000, 0.002, 0.002, 0.000, 0.000, 0.000, 0.004, 0.000, 0.002, 0.000, 0.002, 0.000, 0.000, 0.029, 0.085, 0.002, 0.003, 0.001, 0.000, 1.262, 0.001, -0.004, 0.007, 0.018, 0.017, 0.001, 0.001, 0.003, 0.008, 0.000, 0.045, 0.059, 0.397, 0.011, 0.002, 0.000, -0.044, -0.003, 0.003], "total_charge": 1, "e_tot_ha": -2471.10730, "gap_ev": [6.132, 5.340], "s2": 2.008, "spin_multiplicity": 3}

=====

Ordered strongest force on any atom results: 1.655, 1.481, 1.153, 0.765; unit eV Å⁻¹.
Ordered energy above the lowest of the compared OMol25 structures with the same formula, charge and spin results: 56.7, 25.9, 16.2, 12.2; unit kcal per mole.